[1]
Density functional theory data (the ωB97M-V functional and the def2-TZVPD basis) for 3 unconnected molecules or ions with the total composition C28H58NO17P2S in a non-equilibrium geometry.

```
107
Properties=species:S:1:pos:R:3:forces:R:3:mulliken_charge:R:1
C 3.021870 1.660744 4.782178 -0.51 0.23 -0.04 -0.90
C 2.121761 2.847895 4.094439 0.05 -0.25 -1.43 -0.37
C 1.723054 2.338788 2.573030 0.85 -5.89 -2.33 0.36
O 2.040501 1.100687 2.143560 -1.76 8.31 2.94 -0.59
O 1.055164 3.235986 1.617776 0.54 -1.70 3.29 -0.10
C -0.333755 3.532211 2.000135 -1.22 1.36 -0.84 -0.50
C -1.306925 2.920266 0.828582 0.06 -1.04 -0.15 -0.88
C -2.609297 2.060857 1.436493 1.77 1.29 -0.08 0.56
C -3.459057 3.135085 2.329901 0.27 -0.28 1.10 -0.43
C -4.996857 2.713017 2.687410 -0.77 0.88 0.47 -0.73
C -5.164767 1.772737 4.033398 -0.20 -0.41 -0.03 -0.35
C -6.762741 1.951916 4.494136 1.37 1.64 -1.48 -0.78
S -7.174045 1.112422 6.116254 -0.08 -5.04 2.13 1.19
O -7.890249 -0.241326 5.790507 2.49 5.27 0.93 -0.60
O -5.994121 0.977744 7.107909 -4.27 1.34 -3.80 -0.56
O -8.386143 2.105069 6.871448 1.39 0.42 -2.64 -0.52
C -1.892400 0.855799 2.350191 4.04 -5.11 1.90 0.14
O -2.199798 0.592699 3.622064 0.12 2.32 -5.39 -0.70
O -0.790766 0.025136 1.761500 -6.08 4.99 1.83 -0.73
N -3.316754 1.501695 0.229016 -1.11 0.75 1.31 0.28
C -4.067801 2.537083 -0.569770 -0.99 0.28 -1.15 -0.93
C -4.119734 0.257851 0.514369 -1.00 -0.67 -1.46 -0.11
C -3.305166 -1.040979 -0.090673 1.24 0.46 0.04 -0.68
C -3.129841 -2.287251 0.964621 -0.05 -1.09 -1.69 -0.33
C -1.726350 -3.140157 0.649354 5.72 -1.39 4.40 0.38
O -0.758241 -3.292912 1.595397 -6.50 0.76 -6.04 -0.55
O -1.449474 -3.793708 -0.653498 -1.05 1.00 2.51 -0.42
H 3.206743 1.940711 5.921821 -0.28 -0.66 -2.47 0.32
H 4.036522 1.576897 4.186738 -2.09 0.14 1.35 0.21
H 2.441283 0.629193 4.693693 1.30 2.33 0.22 0.25
H 1.112897 3.084335 4.643634 2.07 -0.46 -0.91 0.34
H 2.757996 3.844605 3.943047 -1.50 -2.08 0.45 0.24
H -0.625614 3.232337 3.092790 0.70 0.11 -2.16 0.20
H -0.449408 4.718518 1.936781 0.36 -2.44 0.29 0.20
H -0.743474 2.136824 0.127155 -0.95 1.71 1.95 0.30
H -1.628989 3.803914 0.133011 0.29 -1.56 1.38 0.29
H -3.411843 4.218730 1.846931 -0.31 -2.37 0.77 0.31
H -2.883901 3.234782 3.371076 -1.26 -0.27 -2.20 0.23
H -5.572086 3.728705 2.939956 1.19 -1.99 -0.54 0.39
H -5.605635 2.254777 1.768515 1.56 0.82 2.01 0.13
H -4.919060 0.634774 3.774402 -0.52 2.60 0.79 0.23
H -4.474604 2.117262 4.929160 -1.37 -0.74 -2.07 0.32
H -7.407274 1.583492 3.589447 0.78 0.35 2.26 0.29
H -6.911489 3.128755 4.600653 0.14 -2.54 0.10 0.49
H -8.672932 2.810956 6.191211 0.66 -1.63 1.42 0.37
H -3.933739 2.310749 -1.728557 -0.22 0.47 2.34 0.25
H -3.736170 3.645993 -0.399309 -0.36 -2.29 -0.14 0.27
H -5.247158 2.519484 -0.385632 2.34 0.01 -0.24 0.33
H -4.483641 0.134018 1.620561 1.08 0.18 -1.90 -0.28
H -5.113428 0.344868 -0.141864 1.96 -0.17 1.48 0.46
H -2.206947 -0.656977 -0.337901 -2.44 -0.67 0.68 0.27
H -3.798190 -1.353016 -1.119223 0.92 0.32 2.25 0.36
H -3.133392 -1.965115 2.090071 0.44 -0.60 -2.34 0.20
H -4.012442 -3.045233 0.733247 1.82 1.39 0.75 0.42
H -0.719618 -4.477624 -0.574845 -1.06 1.50 0.65 0.30
O -0.493589 -7.018178 -2.808047 -2.03 3.89 -1.75 -0.66
P -0.307719 -6.928014 -4.342503 5.25 -8.44 -0.08 1.13
O -0.743474 -8.517457 -4.578788 -0.94 0.46 -0.14 -0.33
C -1.901177 -9.059549 -3.965553 -0.25 -0.42 0.23 -0.30
C -3.126839 -8.793615 -4.810560 -0.16 -0.10 -0.24 -1.00
O 1.340367 -7.144956 -4.284974 -0.43 1.45 -0.34 -0.36
C 2.079891 -6.393670 -3.330914 0.40 -0.07 0.64 -0.29
C 2.503770 -7.296705 -2.184768 0.10 -0.16 0.15 -1.09
O -0.100037 -6.827267 -6.057035 -1.69 3.56 1.96 -0.49
C 0.343278 -7.912671 -6.856977 -0.26 -0.70 -0.11 -0.06
C -0.834428 -8.420528 -7.675552 0.03 -0.56 -0.57 -1.10
H -2.047335 -8.683905 -2.950245 0.17 0.11 -0.12 0.32
H -1.745738 -10.140586 -3.880991 0.14 0.11 -0.07 0.28
H -3.256929 -7.721085 -4.985583 -0.07 -0.04 0.10 0.27
H -4.023407 -9.186849 -4.322931 0.05 0.10 -0.02 0.39
H -3.030057 -9.275388 -5.788138 -0.03 0.06 0.11 0.20
H 1.498692 -5.537838 -2.968304 0.11 -0.22 0.03 0.28
H 2.967216 -5.989364 -3.830919 -0.16 -0.08 -0.06 0.34
H 1.660870 -7.860556 -1.771194 0.01 0.30 -0.09 0.26
H 2.961682 -6.714797 -1.379409 -0.02 -0.06 -0.08 0.37
H 3.229656 -8.036915 -2.534460 0.00 0.12 -0.01 0.31
H 0.805410 -8.710374 -6.268693 -0.20 0.30 0.05 0.25
H 1.116161 -7.529370 -7.530192 -0.06 0.34 0.26 0.41
H -1.781185 -7.978648 -7.359650 0.24 -0.04 0.10 0.27
H -0.914819 -9.510117 -7.603510 -0.11 0.12 0.00 0.27
H -0.696500 -8.177409 -8.734000 -0.10 -0.01 0.09 0.33
O 7.755021 5.801251 -0.936651 2.23 -4.10 0.94 -0.71
P 6.825110 4.874470 -0.115936 -7.71 6.59 0.24 1.00
O 5.514247 5.170065 -1.098944 0.53 -0.79 -0.50 -0.32
C 5.627135 5.106731 -2.510838 -0.20 0.15 -0.44 -0.32
C 5.435555 3.688073 -2.998397 -0.25 -0.21 -0.07 -0.97
O 6.503204 6.015976 1.050212 1.12 -0.88 0.61 -0.34
C 7.596541 6.750853 1.585122 0.13 0.57 -0.05 -0.39
C 7.588191 8.162956 1.024148 -0.05 0.24 -0.07 -1.08
O 5.786070 3.838926 0.801095 4.87 -1.25 -0.50 -0.46
C 4.397534 4.077147 0.973596 -1.09 0.03 -0.71 0.55
C 3.627356 3.053376 0.152808 -0.70 -0.11 -0.02 -0.56
H 6.576948 5.509821 -2.869577 0.00 0.00 0.22 0.32
H 4.838754 5.743449 -2.926769 0.01 -0.02 0.19 0.28
H 6.156891 3.011729 -2.529239 0.03 0.03 -0.10 0.27
H 5.551337 3.635343 -4.084705 0.05 -0.02 0.08 0.39
H 4.434654 3.327196 -2.743257 0.15 0.03 -0.02 0.20
H 8.547841 6.246880 1.378327 -0.14 0.18 -0.05 0.33
H 7.482403 6.784893 2.674446 -0.09 -0.08 -0.12 0.35
H 7.520489 8.171567 -0.068919 0.16 -0.20 0.19 0.27
H 8.490765 8.705258 1.321084 -0.08 -0.01 0.01 0.37
H 6.716285 8.711639 1.392705 0.09 -0.07 0.06 0.29
H 4.109846 5.101744 0.721778 0.30 -0.20 0.00 0.29
H 4.170532 3.937918 2.034997 0.49 -0.05 0.05 -0.03
H 4.276243 2.482128 -0.513541 0.09 0.23 0.11 0.35
H 2.852128 3.541785 -0.446636 0.11 -0.14 0.03 0.20
H 3.122683 2.338570 0.810684 0.32 0.13 -0.57 -0.10
```
Positions in Å, forces in eV/Å.

For the HOMO-LUMO gap, the calculation gives 3.64 eV. As for the total charge: -1. For the HOMO energy, the calculation gives -4.563 eV. Its total energy is -3515.912955 Eh.

[2]
Density functional theory data (the ωB97M-V functional and the def2-TZVPD basis) for a molecular structure, C28H60BrClInNO12PS5 in a non-equilibrium geometry.

```
110
Properties=species:S:1:pos:R:3:forces:R:3:mulliken_charge:R:1
C -6.726426 2.736348 -3.813696 0.55 0.16 0.57 -1.27
C -5.403014 2.440299 -3.024890 -1.10 -0.81 -0.74 0.24
Br -5.409974 3.707724 -1.485497 0.27 -0.09 -0.27 -0.16
C -5.317673 0.971484 -2.548290 0.62 1.25 0.55 -1.22
In -3.543912 0.837019 -1.105135 0.50 -0.84 -0.97 0.67
C -2.718627 -1.272720 -1.027298 0.68 0.72 -0.28 -0.29
N -2.110996 -1.639152 0.283427 -0.53 -0.45 0.00 -0.63
C -2.032056 2.297885 -1.875805 0.33 -0.53 0.06 -1.19
C -0.777506 2.520556 -0.969435 -0.22 1.36 -1.00 -0.25
C -0.830774 3.945025 -0.313660 -0.20 -1.09 0.87 -0.80
C -1.642612 3.836339 0.986735 0.32 0.08 -0.18 0.19
O -1.561528 5.019421 1.795117 -2.48 0.17 -1.02 -0.63
P -4.496397 1.392523 1.218608 -0.95 0.84 0.39 0.14
O -5.670940 0.194819 1.476061 0.58 -0.08 0.15 -0.51
Cl -3.057969 1.108634 2.763632 0.08 -0.49 0.02 -0.42
H -6.515497 2.658371 -4.891814 -0.28 -0.14 0.29 0.33
H -7.094196 3.746999 -3.579387 0.05 -0.34 -0.35 0.37
H -7.479567 2.005678 -3.482274 0.15 0.30 -0.33 0.28
H -4.550574 2.709778 -3.662675 -0.05 0.08 0.56 0.34
H -6.251290 0.728370 -2.016144 0.20 -0.15 -0.41 0.35
H -5.146122 0.342934 -3.439016 -0.21 0.08 0.36 0.35
H -1.901019 -1.342639 -1.801715 -1.22 -0.13 0.57 -0.05
H -3.569103 -1.935974 -1.257006 0.54 -0.10 -0.10 0.24
H -1.108581 -1.503756 0.286777 -0.21 0.39 0.00 0.26
H -2.528778 -1.083382 1.020764 0.35 -0.06 0.04 0.23
H -1.663932 1.863220 -2.827951 -0.36 -0.02 0.33 0.47
H -2.493007 3.259999 -2.157501 0.19 -0.26 0.24 0.32
H -0.610475 1.728522 -0.225347 -0.11 0.27 -0.15 0.27
H 0.116984 2.544221 -1.624253 -0.24 -0.24 0.31 0.22
H -1.350118 4.644120 -0.984238 0.57 -0.02 0.05 0.24
H 0.206818 4.228058 -0.076615 -0.43 0.39 -0.05 0.28
H -2.701309 3.658524 0.720357 0.34 -0.30 0.19 0.04
H -1.209685 2.998778 1.563460 -0.45 0.15 -0.20 0.27
H -2.012532 4.789959 2.619613 0.11 0.14 -0.25 0.32
H -6.146293 0.377773 2.298356 0.10 0.06 -0.25 0.28
C 3.455674 -2.212242 -1.567758 0.19 -0.05 0.05 -0.43
C 2.691145 -3.529440 -1.431698 -0.34 0.07 0.02 0.26
C 1.215685 -3.187527 -1.181990 0.25 -0.40 0.21 -0.97
S 0.932298 -1.598128 -1.962795 0.21 -0.35 -0.23 1.26
O 0.632543 -0.633604 -0.938414 -0.06 0.15 -0.07 -0.58
O 0.090139 -1.777637 -3.118969 -0.03 0.21 0.00 -0.79
C 2.619305 -1.347721 -2.507581 0.44 -0.01 0.10 -0.96
H 4.473117 -2.365690 -1.951319 -0.71 0.27 0.41 0.07
H 3.537634 -1.730994 -0.589824 -0.01 0.02 -0.03 0.35
H 2.780890 -4.097954 -2.353200 -0.09 0.04 0.00 0.32
H 3.094139 -4.142959 -0.628819 0.00 0.03 -0.02 -0.28
H 0.549470 -3.925850 -1.622634 -0.17 0.17 0.03 0.45
H 1.000805 -3.081444 -0.119368 -0.10 0.13 -0.06 0.46
H 2.867470 -0.289370 -2.455004 -0.18 0.03 -0.03 0.52
H 2.691513 -1.701570 -3.537546 -0.10 0.02 0.00 0.29
C -9.146256 2.684237 2.809417 0.10 0.00 0.02 -0.55
C -7.818076 3.412847 2.569717 -0.09 -0.02 0.06 -0.79
C -7.545394 3.391154 1.063746 0.03 0.01 0.45 0.16
S -9.150550 3.318552 0.263784 0.42 0.22 0.21 1.19
O -9.275828 2.057248 -0.422151 -0.19 0.10 -0.15 -0.64
O -9.421836 4.572825 -0.397178 -0.19 -0.16 -0.20 -0.72
C -10.115571 3.238302 1.772190 -0.16 -0.15 0.34 -0.76
H -9.516012 2.837315 3.824199 -0.01 -0.02 -0.02 0.36
H -9.010568 1.610190 2.657429 -0.04 0.02 -0.02 0.27
H -7.904044 4.446763 2.915037 -0.01 -0.02 0.01 0.33
H -6.997150 2.951187 3.119909 0.05 0.04 -0.09 0.30
H -7.023619 4.284037 0.735791 -0.05 -0.08 -0.17 0.31
H -6.983176 2.507163 0.772454 -0.04 0.04 -0.10 -0.34
H -10.989861 2.608837 1.617134 0.02 0.05 -0.17 0.42
H -10.423443 4.253806 2.023475 0.02 0.01 -0.08 0.31
C 2.625767 5.562869 5.464045 0.03 -0.04 -0.01 -0.56
C 3.532516 5.240623 4.270404 0.01 0.03 0.00 -0.60
C 2.846242 4.137049 3.456802 0.48 0.02 0.15 -0.70
S 1.076884 4.328179 3.737786 0.16 0.24 -0.41 1.16
O 0.598443 3.170256 4.450691 -0.05 0.02 -0.03 -0.73
O 0.440942 4.797215 2.536830 2.15 -0.50 1.19 -0.55
C 1.216077 5.688627 4.895165 0.21 0.18 0.33 -0.76
H 2.934592 6.477089 5.971997 0.00 -0.02 0.01 0.34
H 2.664468 4.744401 6.187450 -0.04 0.02 0.00 0.28
H 3.650893 6.134195 3.652567 -0.03 -0.01 0.01 0.29
H 4.527671 4.931104 4.591441 -0.01 0.01 -0.02 0.31
H 3.048668 4.232073 2.392580 -0.18 -0.10 -0.02 0.34
H 3.135876 3.145470 3.802339 -0.11 -0.01 -0.01 0.39
H 0.438001 5.608576 5.651400 -0.08 -0.09 -0.12 0.40
H 1.099140 6.614457 4.331563 -0.05 -0.06 -0.05 0.35
C 7.216846 -5.464860 -4.992516 -0.09 0.03 -0.04 -0.52
C 6.768829 -4.314115 -5.901832 0.07 -0.03 -0.01 -0.65
C 5.622104 -3.586291 -5.190366 0.03 -0.01 -0.45 -0.81
S 5.889859 -3.830377 -3.431173 0.82 -0.08 -0.41 1.41
O 4.814487 -4.628292 -2.911276 0.08 -0.17 0.05 -0.63
O 6.281873 -2.581496 -2.832777 0.02 -0.02 0.03 -0.78
C 7.336951 -4.867641 -3.593646 0.22 -0.32 -0.20 -0.80
H 8.160191 -5.898738 -5.323564 -0.02 0.00 0.01 0.37
H 6.461239 -6.254499 -4.997873 0.03 0.00 0.03 0.27
H 7.603465 -3.625756 -6.054305 -0.02 -0.01 0.02 0.29
H 6.457124 -4.672018 -6.882887 -0.01 0.03 0.02 0.33
H 5.622143 -2.520393 -5.407330 -0.10 0.01 0.16 0.38
H 4.654345 -4.016556 -5.444506 -0.01 0.01 0.13 0.40
H 7.343503 -5.615416 -2.803419 -0.09 0.15 0.12 0.37
H 8.215109 -4.227040 -3.512287 -0.06 0.04 0.06 0.35
C 5.155425 -5.739599 3.644061 -0.09 -0.06 -0.07 -0.57
C 5.111579 -6.939751 2.687975 0.04 0.02 0.08 -0.65
C 5.006673 -6.386109 1.261529 -0.17 -0.42 0.13 -0.63
S 5.793347 -4.772744 1.293871 0.01 0.06 0.16 1.19
O 4.794227 -3.762436 1.051959 0.27 -0.08 -0.14 -0.59
O 7.026349 -4.828072 0.547432 -0.11 0.17 -0.17 -0.72
C 6.163111 -4.765496 3.042934 0.00 -0.14 0.39 -0.78
H 5.440328 -6.035976 4.653246 -0.01 0.02 -0.02 0.36
H 4.169019 -5.272651 3.694777 0.04 0.03 0.02 0.30
H 6.030893 -7.521546 2.791220 -0.01 0.03 0.00 0.28
H 4.277566 -7.604073 2.912866 0.02 0.01 -0.03 0.34
H 5.519121 -7.018588 0.540310 -0.01 0.16 -0.10 0.42
H 3.968931 -6.247349 0.961615 0.05 0.13 -0.04 0.30
H 6.073536 -3.754254 3.433538 0.02 0.05 -0.18 0.39
H 7.183882 -5.128140 3.168067 0.00 0.03 -0.06 0.33
```
Positions in Å, forces in eV/Å.

For the HOMO-LUMO gap, the calculation gives 4.60 eV. As for the total charge: -1. The calculation puts the energy relative to the best compared isomer or geometry (same formula, charge and spin) at 13.94 kcal/mol. For the HOMO energy, the calculation gives -3.134 eV. Its total energy is -7617.056539 Eh.